(1)
The following is a quantum chemistry calculation of a cluster of 2 separate species, C2H3NO in total at a distorted geometry, from the Open Molecules 2025 dataset.

Maximum force = 1.27 eV Å⁻¹
2S+1 = 1
LUMO energy (alpha / beta) = -0.046 / -0.043 Ha
HOMO-LUMO gap (alpha / beta) = 9.5095 / 9.0000 eV
Relative energy (zero: lowest compared OMol25 entry of this formula, charge and spin) = 118.76 kcal per mole

Atoms and positions in Å:
O -0.8852 -0.6711 -0.6916
C 0.9267 0.3686 0.1720
C -0.1636 0.5408 0.9623
N -1.3229 0.2536 1.0288
H -1.3995 -1.2143 -1.3283
H 1.2012 1.1353 -0.5445
H 1.6432 -0.4129 0.4012



(2)
The following is a quantum chemistry calculation of a cluster of 2 separate species, C8H8FNOS in total at a distorted geometry, from the Open Molecules 2025 dataset.

Maximum force = 3.29 eV Å⁻¹
2S+1 = 1
LUMO energy (alpha / beta) = -0.045 / -0.045 Ha
HOMO-LUMO gap (alpha / beta) = 8.3556 / 8.0563 eV
Relative energy (zero: lowest compared OMol25 entry of this formula, charge and spin) = 75.02 kcal per mole

Atoms and positions in Å:
C 1.3003 1.6948 -1.4999
C 1.9405 1.8094 -0.2465
C 0.2139 0.8295 -1.5238
C 1.4652 1.2261 0.9015
C -0.3541 0.2977 -0.3593
C 0.2796 0.4674 0.8616
C -1.6915 -0.3898 -0.4837
C -1.5882 -1.9334 -0.1321
N -0.4313 -1.4070 2.3281
O -0.1085 -0.1643 2.1021
F 1.5017 -2.1092 2.0545
S -1.4731 -2.4084 1.6253
H 1.8134 2.1135 -2.3867
H 2.8749 2.5249 -0.2440
H -0.3056 0.7053 -2.5224
H 1.9366 1.4832 1.9179
H -2.3974 0.2534 0.1728
H -1.9203 -0.2199 -1.4841
H -2.3970 -2.4204 -0.5429
H -0.6592 -2.3528 -0.5385



(3)
The following is a quantum chemistry calculation of a cluster of 2 separate species, C4H14N3O in total at a distorted geometry, from the Open Molecules 2025 dataset.

Charge = +1
Maximum force = 2.34 eV Å⁻¹
2S+1 = 1
LUMO energy = -0.097 Ha
HOMO-LUMO gap = 10.3276 eV
Relative energy (zero: lowest compared OMol25 entry of this formula, charge and spin) = 22.88 kcal per mole

Atoms and positions in Å:
C 0.8964 -0.0955 -1.5281
C 0.1789 1.1818 -1.0525
C -1.2298 0.9066 -0.4682
N -3.5007 0.2892 1.0579
C -2.3030 -0.3724 1.1649
N -1.2556 -0.1939 0.4638
N 1.3677 -0.8895 -0.3817
H 1.7332 0.1653 -2.1632
H 0.1217 -0.6675 -2.0383
H 0.0646 1.8847 -1.8786
H 0.7669 1.6571 -0.2663
H -1.8492 0.6434 -1.3559
H -1.6981 1.7992 -0.1258
H -4.1049 0.0767 1.8445
H -3.5253 1.2641 0.8149
H -2.3423 -1.1914 1.8362
H 1.3500 -1.8592 -0.7119
H 0.5597 -0.8650 0.3067
H 2.3049 -0.6830 -0.0195
H 4.2866 -1.7798 1.6039
H 4.2955 -0.2674 1.6896
O 3.8831 -1.0037 1.2078



(4)
The following is a quantum chemistry calculation of the ion C4H5N2 with charge +1 at a distorted geometry, from the Open Molecules 2025 dataset.

Charge = +1
Maximum force = 1.42 eV Å⁻¹
2S+1 = 1
LUMO energy = -0.168 Ha
HOMO-LUMO gap = 9.3950 eV
Relative energy (zero: lowest compared OMol25 entry of this formula, charge and spin) = 18.45 kcal per mole

Atoms and positions in Å:
C 1.7941 -0.7856 0.0185
N 0.9920 0.1307 0.2313
C 0.2851 1.1815 0.0678
C -1.1079 1.1514 -0.0296
C -1.6098 -0.0881 -0.0582
N -1.7043 -1.2437 0.1173
H 2.1076 -1.0420 -0.9910
H 2.1977 -1.3682 0.8415
H 0.7925 2.1341 0.1265
H -1.7087 2.0392 -0.0648
H -2.0384 -2.1092 -0.2593



(5)
The following is a quantum chemistry calculation of a cluster of 16 separate species, C57H138F2N8O19P3 in total at a distorted geometry, from the Open Molecules 2025 dataset.

Charge = -1
Maximum force = 5.24 eV Å⁻¹
2S+1 = 1
LUMO energy = 0.032 Ha
HOMO-LUMO gap = 2.8252 eV

Atoms and positions in Å:
C -4.2687 -8.5534 -12.7006
C -4.4401 -7.9492 -14.0781
C -3.5157 -8.4994 -15.1421
C -3.3195 -10.0578 -15.0149
N -2.3935 -10.6943 -16.0655
C -2.9099 -10.3259 -17.4510
C -2.4576 -11.4872 -18.3707
C -2.0748 -12.6758 -17.4633
C -2.5501 -12.2070 -16.1227
C -0.9797 -10.3454 -15.6028
H -4.7388 -9.5367 -12.7147
H -4.8917 -8.0689 -11.9488
H -3.2633 -8.7011 -12.3061
H -4.2160 -6.8825 -14.0761
H -5.4675 -8.2128 -14.3291
H -2.5773 -7.9458 -15.1122
H -4.0776 -8.3329 -16.0612
H -4.2824 -10.4247 -15.3703
H -3.0998 -10.4236 -14.0119
H -2.5645 -9.2982 -17.5632
H -3.9865 -10.1621 -17.4039
H -1.6052 -11.1754 -18.9743
H -3.1822 -11.6574 -19.1670
H -0.9970 -12.8224 -17.3929
H -2.4700 -13.5701 -17.9451
H -1.9995 -12.6862 -15.3133
H -3.6384 -12.1909 -16.0647
H -1.0313 -9.2759 -15.8068
H -0.3407 -10.7458 -16.3899
H -0.6523 -10.4741 -14.5712
F 2.8348 -7.0499 -15.7245
F 1.5746 -9.1079 -19.0044
C -3.1235 -4.7985 -4.6240
C -3.9233 -6.1166 -5.0283
C -5.4336 -5.8951 -4.8344
C -6.3751 -6.6955 -5.6645
C -7.7642 -6.3112 -5.3677
C -8.1813 -4.9768 -6.1075
H -3.4392 -4.3669 -3.6742
H -3.2701 -4.0834 -5.4335
H -2.0605 -4.9449 -4.4323
H -3.6979 -6.4035 -6.0555
H -3.6541 -6.9675 -4.4025
H -5.5471 -4.8200 -4.9737
H -5.6611 -6.0357 -3.7777
H -6.1356 -6.5926 -6.7229
H -6.4146 -7.7777 -5.5410
H -8.3410 -7.1365 -5.7850
H -7.9394 -6.2417 -4.2941
H -7.5721 -4.1736 -5.6931
H -8.1480 -5.1682 -7.1801
H -9.2312 -4.8275 -5.8554
C -9.4289 -3.3647 -14.8065
C -10.6601 -3.3625 -15.6079
C -11.3853 -1.9565 -15.5216
C -11.8741 -1.4535 -14.1193
C -12.7594 -0.2187 -14.1758
C -12.0575 1.0875 -14.1510
H -8.9666 -4.3412 -14.9505
H -9.5656 -3.2235 -13.7344
H -8.6482 -2.6648 -15.1047
H -10.4522 -3.5293 -16.6649
H -11.3175 -4.1299 -15.1991
H -12.2408 -1.9533 -16.1970
H -10.7262 -1.2048 -15.9559
H -12.3315 -2.2668 -13.5557
H -11.0008 -1.1844 -13.5252
H -13.4924 -0.2757 -14.9806
H -13.3524 -0.2274 -13.2613
H -11.2488 1.1836 -14.8755
H -12.6657 1.9886 -14.2295
H -11.5351 1.0185 -13.1969
C -1.8886 -11.5076 -7.3304
C -2.7716 -12.0355 -8.5724
C -4.0843 -12.9153 -8.1869
C -5.1887 -12.0574 -7.4335
C -6.5283 -12.6604 -7.0383
C -6.5548 -13.8816 -6.0905
H -1.0849 -10.7970 -7.5229
H -1.5697 -12.1553 -6.5138
H -2.6018 -10.8294 -6.8618
H -3.0115 -11.1731 -9.1942
H -2.0485 -12.6971 -9.0495
H -3.7883 -13.7403 -7.5390
H -4.5101 -13.3960 -9.0676
H -4.8606 -11.5288 -6.5385
H -5.4695 -11.2185 -8.0702
H -7.1873 -11.9043 -6.6115
H -7.0459 -12.9005 -7.9671
H -6.0675 -13.7981 -5.1190
H -7.6093 -14.0930 -5.9136
H -6.2033 -14.7581 -6.6348
C 0.3258 -9.0719 -23.1934
C 0.4526 -10.5817 -23.3725
O -0.2895 -11.0545 -24.2566
N 1.2724 -11.3130 -22.6547
C 1.7439 -12.5992 -23.0854
H 1.2375 -8.6070 -22.8183
H -0.3880 -8.9896 -22.3737
H -0.0928 -8.6503 -24.1073
H 1.6588 -10.9409 -21.7990
H 2.8149 -12.6159 -22.8831
H 1.6280 -12.6884 -24.1656
H 1.3295 -13.5176 -22.6698
C 4.7480 -11.9263 -14.0455
C 3.9291 -12.6035 -12.9035
O 4.1162 -12.1995 -11.7297
N 3.0299 -13.5850 -13.1296
C 2.7320 -14.1242 -14.4247
H 4.6631 -12.3867 -15.0298
H 5.8096 -11.8304 -13.8175
H 4.4292 -10.8891 -14.1481
H 2.5737 -14.0508 -12.3582
H 1.6860 -14.4264 -14.4770
H 3.2428 -15.0769 -14.2850
H 3.0149 -13.5456 -15.3040
C -10.4924 -8.5833 -11.0951
C -10.4480 -9.9429 -11.8770
O -9.4423 -10.4715 -12.1962
N -11.5725 -10.4412 -12.3234
C -12.9481 -10.1156 -11.9047
H -11.3819 -8.2749 -10.5456
H -10.2461 -7.7820 -11.7918
H -9.7263 -8.6612 -10.3237
H -11.3982 -11.2905 -12.8415
H -13.5935 -10.3988 -12.7362
H -13.0115 -9.0668 -11.6149
H -13.3421 -10.7363 -11.1000
C 5.3362 -14.7277 -20.0498
C 4.3406 -15.9125 -19.9734
O 3.2031 -15.8323 -19.4906
N 4.8419 -17.0646 -20.4274
C 4.3334 -18.4478 -20.2944
H 4.6611 -13.8803 -20.1697
H 5.7590 -14.7606 -21.0539
H 5.9275 -14.4663 -19.1722
H 5.8224 -17.0353 -20.6681
H 5.0964 -19.0567 -19.8096
H 4.2907 -18.9416 -21.2652
H 3.3202 -18.5500 -19.9056
C -8.5587 -7.9952 -26.2728
C -7.1351 -8.3221 -26.0192
O -6.2831 -7.9208 -26.7801
N -6.9489 -9.3662 -25.2160
C -5.5890 -9.7377 -24.8659
H -8.8080 -8.1245 -27.3260
H -8.7100 -6.9238 -26.1412
H -9.2200 -8.5282 -25.5896
H -7.6892 -9.7217 -24.6280
H -4.8108 -9.0364 -25.1671
H -5.4149 -10.7224 -25.2997
H -5.5422 -9.7622 -23.7772
C -4.0644 -0.7020 -8.5397
C -5.1687 -1.7871 -8.8418
O -6.2996 -1.6255 -8.5435
N -4.8953 -3.0430 -9.0553
C -3.6334 -3.7026 -9.2831
H -3.0761 -1.1614 -8.5621
H -4.2413 -0.3932 -7.5094
H -4.0539 0.1835 -9.1751
H -5.6889 -3.6530 -8.9202
H -3.0211 -3.5997 -8.3873
H -3.1833 -3.2031 -10.1410
H -3.7109 -4.7879 -9.3481
C -8.0042 -9.4950 -18.4874
C -7.9524 -8.1756 -19.3551
O -6.8943 -7.5834 -19.5091
N -9.0317 -7.8220 -20.0497
C -9.3094 -6.5276 -20.6959
H -7.2843 -9.5693 -17.6723
H -7.6989 -10.3470 -19.0949
H -8.9722 -9.7113 -18.0355
H -9.7670 -8.5019 -20.1805
H -8.4759 -6.1439 -21.2842
H -9.5293 -5.7255 -19.9913
H -10.1937 -6.4759 -21.3311
C 0.5773 -0.8732 -18.4445
O 0.3424 -2.3101 -18.4009
P 0.7312 -3.2769 -19.6125
O 1.3933 -4.5356 -19.2552
O -0.6655 -3.4869 -20.3637
C -1.7660 -3.9774 -19.6098
O 1.5229 -2.3060 -20.7334
C 1.9807 -3.1657 -21.8116
H 0.9120 -0.6672 -17.4278
H -0.2902 -0.2381 -18.6238
H 1.4258 -0.6995 -19.1063
H -2.1802 -4.8843 -20.0502
H -2.5414 -3.2189 -19.7167
H -1.6680 -4.2051 -18.5484
H 2.9633 -3.5279 -21.5094
H 2.1788 -2.4831 -22.6380
H 1.2214 -3.9092 -22.0541
C -1.3076 -18.8611 -27.3158
O -2.3728 -18.7551 -26.3666
P -3.3915 -17.5265 -26.3454
O -3.9383 -17.0527 -27.6343
O -4.4821 -18.1618 -25.3257
C -5.2926 -19.1900 -25.8433
O -2.6346 -16.4018 -25.4145
C -3.2724 -15.5721 -24.4940
H -1.4505 -19.7184 -27.9736
H -0.3314 -18.8795 -26.8313
H -1.3061 -17.9561 -27.9234
H -5.4245 -19.8630 -24.9961
H -4.9771 -19.7852 -26.7002
H -6.2119 -18.6418 -26.0494
H -3.0397 -14.5198 -24.6574
H -2.8807 -15.6520 -23.4800
H -4.3575 -15.6192 -24.5859
C -0.8012 -18.4632 -17.6662
O -1.1112 -19.8158 -17.5753
P -2.5576 -20.4217 -17.6023
O -2.4610 -21.9498 -17.6091
O -3.2361 -19.7442 -16.3085
C -2.5449 -19.8444 -15.0052
O -3.2360 -19.7677 -18.8980
C -3.1394 -20.3960 -20.1738
H -1.4903 -18.0459 -16.9319
H -0.9034 -18.0550 -18.6717
H 0.1783 -18.1839 -17.2781
H -2.0457 -20.8133 -15.0144
H -3.2955 -20.0700 -14.2477
H -1.7730 -19.0944 -14.8325
H -2.8781 -19.7851 -21.0379
H -4.1223 -20.8601 -20.2569
H -2.4240 -21.2157 -20.2400



- Which value of 2S+1 does entry 5 give?
  1